1.
{"formula": "C21H36BN4O4Os", "method": "wB97M-V/def2-TZVPD", "multiplicity": 5, "de_lowest_kj_mol": 0.0, "e_tot_ha": -1456.45022, "total_charge": 3, "lumo_ev": [-7.678, -10.208], "homo_lumo_gap_ha": [0.3161, 0.2567], "elements": ["Os", "C", "C", "N", "C", "C", "N", "C", "C", "N", "H", "H", "H", "H", "H", "H", "H", "H", "H", "H", "H", "H", "H", "H", "H", "C", "C", "C", "C", "C", "C", "C", "C", "O", "B", "O", "C", "C", "H", "H", "H", "H", "H", "H", "H", "H", "H", "H", "H", "H", "O", "C", "O", "C", "N", "C", "C", "C", "H", "H", "H", "H", "H", "H", "H", "H", "H"], "positions_angstrom": [[0.547, 0.199, -2.002], [-0.138, 1.215, -4.875], [1.357, 0.923, -4.787], [1.934, 1.274, -3.456], [1.953, 2.737, -3.169], [1.371, 3.012, -1.791], [0.104, 2.232, -1.603], [-1.033, 2.774, -2.430], [-1.829, 1.660, -3.087], [-0.908, 0.673, -3.713], [-0.518, 0.790, -5.804], [-0.319, 2.286, -4.941], [1.869, 1.471, -5.582], [1.548, -0.139, -4.948], [2.887, 0.925, -3.437], [1.391, 3.256, -3.944], [2.971, 3.122, -3.218], [1.178, 4.078, -1.653], [2.064, 2.690, -1.012], [-0.163, 2.325, -0.627], [-0.615, 3.447, -3.175], [-1.686, 3.375, -1.799], [-2.514, 2.086, -3.824], [-2.426, 1.126, -2.346], [-1.465, -0.115, -4.025], [-0.754, 0.466, 6.674], [-0.935, 1.556, 5.596], [-2.425, 1.849, 5.430], [-0.214, 2.843, 6.041], [-0.302, 1.062, 4.317], [1.116, 0.777, 4.330], [1.809, 0.313, 3.243], [1.062, 0.116, 2.085], [1.472, -0.311, 0.904], [0.277, -0.399, 0.028], [-0.817, 0.142, 0.827], [-0.345, 0.394, 2.050], [-1.030, 0.866, 3.146], [-1.187, 0.824, 7.608], [0.294, 0.236, 6.869], [-1.268, -0.454, 6.394], [-2.824, 2.208, 6.377], [-2.990, 0.955, 5.161], [-2.606, 2.627, 4.686], [-0.686, 3.208, 6.953], [-0.296, 3.625, 5.285], [0.840, 2.685, 6.267], [1.649, 0.939, 5.256], [2.868, 0.103, 3.275], [-2.091, 1.059, 3.093], [0.030, -1.977, -0.114], [0.518, -2.523, -1.138], [0.874, -1.887, -2.176], [0.692, -4.027, -1.066], [1.190, -4.561, -2.390], [0.102, -5.464, -2.981], [-1.146, -5.066, -2.214], [-0.618, -4.786, -0.808], [1.444, -4.211, -0.298], [2.061, -5.080, -2.271], [1.394, -3.772, -3.010], [0.399, -6.490, -2.778], [0.067, -5.305, -4.055], [-1.889, -5.860, -2.230], [-1.605, -4.176, -2.651], [-0.394, -5.716, -0.286], [-1.295, -4.209, -0.184]], "forces_ev_per_a": [[-0.1, 0.0, 0.0], [0.0, 0.0, 0.0], [0.0, 0.0, 0.0], [0.0, 0.0, -0.1], [0.0, 0.0, 0.0], [0.0, 0.0, 0.0], [-0.1, 0.1, 0.0], [0.0, 0.0, 0.0], [0.0, 0.0, 0.0], [0.0, 0.1, 0.0], [0.0, 0.0, 0.0], [0.0, 0.0, 0.0], [0.0, 0.0, 0.0], [0.0, 0.0, 0.0], [0.0, 0.0, 0.0], [0.0, 0.0, 0.0], [0.0, 0.0, 0.0], [0.0, 0.0, 0.0], [0.0, 0.0, 0.0], [0.0, 0.0, 0.0], [0.0, 0.0, 0.0], [0.0, 0.0, 0.0], [0.0, 0.0, 0.0], [0.0, 0.0, 0.0], [0.0, 0.0, 0.0], [0.0, 0.0, 0.0], [0.0, 0.0, 0.0], [0.0, 0.0, 0.0], [0.0, 0.0, 0.0], [-0.1, 0.0, 0.0], [0.1, 0.0, 0.0], [0.0, 0.0, 0.0], [0.1, 0.0, 0.0], [0.0, 0.1, 0.1], [0.0, -0.1, 0.1], [-0.1, 0.0, 0.0], [-0.1, 0.0, 0.0], [0.0, 0.0, 0.0], [0.0, 0.0, 0.0], [0.0, 0.0, 0.0], [0.0, 0.0, 0.0], [0.0, 0.0, 0.0], [0.0, 0.0, 0.0], [0.0, 0.0, 0.0], [0.0, 0.0, 0.0], [0.0, 0.0, 0.0], [0.0, 0.0, 0.0], [0.0, 0.0, 0.0], [0.0, 0.0, 0.0], [0.0, 0.0, 0.0], [0.2, 0.0, 0.0], [0.0, 0.1, 0.0], [-0.1, -0.1, 0.0], [0.0, 0.0, 0.0], [0.0, 0.0, 0.0], [0.0, 0.0, 0.0], [0.0, 0.0, 0.0], [0.0, 0.0, 0.0], [0.0, 0.0, 0.0], [0.0, 0.0, 0.0], [0.0, 0.0, 0.0], [0.0, 0.0, 0.0], [0.0, 0.0, 0.0], [0.0, 0.0, 0.0], [0.0, 0.0, 0.0], [0.0, 0.0, 0.0], [0.0, 0.0, 0.0]]}


2.
{"formula": "H2N2O3S", "method": "wB97M-V/def2-TZVPD", "de_lowest_kj_mol": 176.0, "e_tot_ha": -734.47436, "lumo_ev": -0.494, "homo_lumo_gap_ha": 0.3506, "elements": ["N", "N", "O", "O", "O", "S", "H", "H"], "positions_angstrom": [[-0.658, 0.508, 0.576], [1.003, 0.935, -0.786], [0.718, 1.083, -1.898], [-0.248, -2.169, 0.426], [1.220, -0.562, -0.578], [0.456, -0.921, 0.740], [-1.011, 0.783, 1.500], [-1.479, 0.344, 0.019]], "forces_ev_per_a": [[0.2, -1.1, 1.5], [0.7, 1.5, -2.9], [0.3, 0.1, 1.5], [0.4, 1.1, 0.4], [0.6, -0.2, -0.9], [-2.5, -0.7, 1.3], [0.5, -0.2, -0.3], [-0.3, -0.5, -0.6]]}